Formula: C30H48BeCl2N3O7Si
Source: the OMol25 dataset
Level of theory: ωB97M-V/def2-TZVPD

Properties
Spin multiplicity: 1
LUMO: 2.51 eV
Energy relative to the best compared isomer or geometry (same formula, charge and spin): 73.56 kcal/mol
Gap between HOMO and LUMO: 7.6 eV
Net charge: -1

Atoms and positions in Å:
1 Cl 0.0661 -2.8246 -3.4814
2 Cl 0.7241 -4.4247 -0.7347
3 Si -1.5641 -4.4393 -0.9565
4 O 2.6222 -2.8044 3.5423
5 O 0.8118 -1.2691 -1.1856
6 O 1.2111 -1.5241 2.0900
7 O -1.1113 -2.4043 -0.2551
8 O -1.9443 -0.3533 -2.1301
9 O -0.8583 3.0874 -0.2902
10 O 0.3544 0.4565 2.6643
11 N -0.4614 0.9436 -3.3246
12 N 0.2257 3.6897 1.6373
13 N -1.9689 -1.2673 1.5628
14 C 0.0461 2.2907 -3.5283
15 C 4.1461 1.4905 0.7231
16 C 2.9463 -1.1539 6.7479
17 C -1.2925 0.6863 -2.2740
18 C -0.4591 0.0941 -4.5029
19 C 2.2122 0.0238 6.5049
20 C -2.9637 -3.3494 -1.6602
21 C 3.2245 -2.9142 -2.5968
22 C -0.1371 2.8095 0.6869
23 C 1.8014 -0.6658 4.2153
24 C 3.6048 -0.7284 -4.6115
25 C -1.2634 -5.7010 -2.3743
26 C -1.8303 -5.4657 0.5433
27 C 2.5116 0.1697 -0.4553
28 C 2.5188 2.5549 -0.7352
29 C -2.2200 0.0271 0.9227
30 C 2.5287 -1.8848 4.4714
31 C 1.9130 1.3161 -0.9471
32 C -2.4317 -1.4531 2.9332
33 C 1.2671 3.4017 2.6106
34 C 3.6505 2.6442 0.0868
35 C 2.1614 -1.1967 -1.0188
36 C 2.8866 -1.4743 -2.3197
37 C 1.0753 -0.5270 2.9199
38 C -1.2245 -2.2102 1.0131
39 C 3.1149 -2.1018 5.7501
40 C 3.1446 -0.5001 -3.2053
41 C 3.5524 0.2552 0.4642
42 C -0.2307 5.0636 1.5504
43 C 1.6583 0.2652 5.2399
44 Be 0.0650 -2.5485 -1.6157
45 H 2.5403 -3.3390 -3.3739
46 H 2.1367 3.4573 -1.2114
47 H -0.0690 2.8685 -2.6065
48 H -1.1192 0.5047 -5.2846
49 H -0.7442 -2.9235 1.6900
50 H -2.3391 -0.5041 3.4670
51 H -2.6880 -6.1036 0.3193
52 H -1.2272 5.0943 1.1036
53 H -1.3209 1.5209 -1.5363
54 H 4.2929 -3.0082 -2.9038
55 H 3.7778 0.2283 -5.1288
56 H 3.6819 -3.0231 5.9113
57 H 0.2705 1.8005 0.8600
58 H -0.7673 -0.9276 -4.2309
59 H -3.0617 0.5037 1.4378
60 H -2.3913 -0.0708 -0.1525
61 H -0.5027 2.7910 -4.3372
62 H 2.0813 0.7570 7.3010
63 H 1.1057 2.2392 -3.8121
64 H -2.0076 -4.8983 1.4522
65 H 1.2939 2.3244 2.8180
66 H -2.9074 -2.2565 -1.5041
67 H -1.8133 -2.2012 3.4238
68 H 2.8710 -1.3151 -5.1947
69 H 3.0705 -3.5065 -1.6795
70 H -0.2488 5.4688 2.5667
71 H 1.0334 3.9473 3.5346
72 H -0.2869 -6.2074 -2.3148
73 H 4.1471 3.6116 0.2659
74 H 2.4443 -1.9725 -0.2939
75 H 3.0289 0.5475 -2.9089
76 H -0.9578 -6.1290 0.6887
77 H 1.1031 1.1757 5.0200
78 H 1.0175 1.1956 -1.5415
79 H -1.3295 0.6340 1.0613
80 H -3.1585 -3.4794 -2.7349
81 H 5.0071 1.5488 1.4186
82 H -2.0324 -6.4574 -2.1839
83 H 2.2599 3.7239 2.2528
84 H -1.4108 -5.3252 -3.3938
85 H -3.4684 -1.8041 2.9836
86 H 1.9459 -2.3230 2.6870
87 H 3.9248 -0.6747 0.9058
88 H 0.4562 5.6727 0.9438
89 H -3.8702 -3.6646 -1.1183
90 H 0.5661 0.0431 -4.8956
91 H 3.4031 -1.3311 7.7275
92 H 4.5650 -1.2700 -4.6252

Here are the Löwdin charges for atoms 1 to 5, given in e: 0.44 0.50 0.32 -0.02 -0.21